# 1
C20H24Br24N2OS | wB97M-V/def2-TZVPD

Values from the calculation:
Total charge   0
HOMO level   -8.42 eV
Gap between HOMO and LUMO   7.3 eV

Geometry (Å):
C1 -4.052 -1.480 -0.809
C2 -3.318 -2.259 -1.966
C3 -2.280 -1.413 -2.808
C4 -1.359 -0.479 -1.973
C5 -1.371 0.963 -2.198
C6 -0.432 1.814 -1.395
C7 0.487 1.290 -0.393
C8 1.400 2.338 0.326
O1 2.163 1.824 1.402
C9 1.406 1.746 2.612
C10 1.034 3.152 3.240
C11 0.509 -0.181 -0.142
N1 1.301 -0.853 0.774
S1 0.859 -2.441 0.505
N2 -0.297 -2.428 -0.681
C12 -0.424 -1.057 -0.958
H1 -4.957 -0.900 -1.146
H2 -4.443 -2.252 -0.080
H3 -3.393 -0.796 -0.212
H4 -4.083 -2.643 -2.705
H5 -2.813 -3.161 -1.520
H6 -1.595 -2.161 -3.315
H7 -2.748 -0.828 -3.645
H8 -2.067 1.408 -2.954
H9 -0.473 2.916 -1.606
H10 0.761 3.225 0.580
H11 2.144 2.699 -0.446
H12 0.498 1.079 2.540
H13 2.077 1.235 3.364
H14 -0.067 3.354 3.105
H15 1.613 3.939 2.673
H16 1.308 3.261 4.317
C13 -6.354 -4.666 1.115
Br1 -8.150 -4.015 1.417
Br2 -5.796 -4.410 -0.718
Br3 -5.091 -3.894 2.361
H17 -6.369 -5.735 1.298
C14 -1.862 -6.390 -2.953
Br4 -0.672 -7.859 -3.364
Br5 -3.395 -6.970 -1.926
Br6 -0.926 -4.928 -2.084
H18 -2.237 -6.010 -3.898
C15 3.847 5.469 -0.179
Br7 3.489 5.942 1.662
Br8 2.305 5.771 -1.308
Br9 5.421 6.365 -0.856
H19 4.053 4.404 -0.199
C16 2.556 -2.524 -3.242
Br10 3.752 -3.740 -4.156
Br11 0.950 -3.436 -2.607
Br12 3.464 -1.562 -1.825
H20 2.236 -1.785 -3.970
C17 -0.345 -4.592 4.320
Br13 0.238 -3.080 3.260
Br14 1.151 -5.627 4.978
Br15 -1.533 -4.055 5.751
H21 -0.914 -5.240 3.661
C18 -4.432 1.344 1.943
Br16 -4.904 3.052 2.720
Br17 -3.016 1.515 0.637
Br18 -4.000 0.032 3.298
H22 -5.309 0.981 1.417
C19 3.090 9.884 1.783
Br19 2.729 10.362 3.622
Br20 1.551 10.182 0.649
Br21 4.665 10.778 1.104
H23 3.296 8.820 1.765
C20 7.948 -1.061 -2.006
Br22 7.481 -2.500 -0.802
Br23 7.171 -1.312 -3.758
Br24 7.500 0.669 -1.264
H24 9.025 -1.085 -2.128

Atomic partial charges in e from the Löwdin method, atoms 1 to 4: -0.16, -0.27, -0.16, -0.17

# 2
C30H27Cl5N3PRuS2Te | wB97M-V/def2-TZVPD

Values from the calculation:
Total charge   +1
HOMO level (alpha / beta)   -9.96 / -9.92 eV
Multiplicity   2
⟨S²⟩   0.76
Gap between HOMO and LUMO (alpha / beta)   6.8 / 5.8 eV

Geometry (Å):
Ru1 0.143 0.713 -0.099
S1 1.142 0.373 1.994
C1 0.949 1.899 2.812
C2 1.441 2.079 4.112
C3 1.246 3.275 4.768
C4 0.558 4.323 4.148
C5 0.071 4.158 2.871
C6 0.269 2.947 2.196
S2 -0.342 2.747 0.571
H1 1.961 1.264 4.599
H2 1.622 3.401 5.775
H3 0.407 5.257 4.671
H4 -0.466 4.957 2.374
Cl1 -2.266 0.290 2.076
C7 -1.897 -1.123 1.144
C8 -0.893 -1.069 0.171
C9 -0.780 -2.214 -0.613
Cl2 0.353 -2.231 -1.943
C10 -1.574 -3.348 -0.461
Cl3 -1.387 -4.707 -1.498
C11 -2.547 -3.365 0.530
Cl4 -3.556 -4.736 0.731
C12 -2.710 -2.240 1.334
Cl5 -3.948 -2.232 2.525
C13 4.686 -1.259 -2.084
N1 4.553 -1.213 -0.554
C14 5.296 0.037 -0.046
N2 4.820 1.206 -0.691
C15 4.963 1.090 -2.139
N3 4.223 -0.052 -2.670
C16 2.767 0.124 -2.565
P1 2.233 0.290 -0.803
C17 3.114 -1.197 -0.133
C18 3.456 1.571 -0.289
H5 4.114 -2.121 -2.426
H6 5.747 -1.403 -2.289
H7 5.002 -2.040 -0.158
H8 6.349 -0.129 -0.272
H9 5.139 0.079 1.031
H10 6.021 0.967 -2.380
H11 4.602 2.002 -2.609
H12 2.261 -0.722 -3.029
H13 2.473 1.017 -3.119
H14 2.628 -2.097 -0.509
H15 3.064 -1.183 0.956
H16 3.392 1.684 0.794
H17 3.183 2.528 -0.737
Te1 -1.006 0.976 -2.509
C19 -2.087 2.787 -2.586
C20 -2.924 3.186 -1.552
C21 -3.647 4.363 -1.675
C22 -3.525 5.142 -2.817
C23 -2.681 4.745 -3.844
C24 -1.960 3.564 -3.732
C25 -2.674 -0.308 -2.503
C26 -3.580 -0.287 -1.447
C27 -4.640 -1.179 -1.436
C28 -4.790 -2.092 -2.473
C29 -3.889 -2.106 -3.527
C30 -2.826 -1.211 -3.546
H18 -3.013 2.593 -0.651
H19 -4.302 4.674 -0.872
H20 -4.089 6.060 -2.907
H21 -2.587 5.349 -4.737
H22 -1.313 3.249 -4.541
H23 -3.455 0.413 -0.630
H24 -5.343 -1.168 -0.612
H25 -5.612 -2.796 -2.458
H26 -4.009 -2.814 -4.335
H27 -2.117 -1.230 -4.364

Atomic partial charges in e from the natural (NBO) method, atoms 1 to 4: -0.11, -0.07, -0.23, -0.21

Q: Which value of total charge does entry 2 give?
A: +1

Q: Among the records above, which one has the highest total charge?
A: C30H27Cl5N3PRuS2Te